{
  "formula": "C10H33BClNbO10P3S",
  "method": "ωB97M-V/def2-TZVPD",
  "lumo_ha": 0.0261,
  "homo_energy_ev": -4.43,
  "homo_lumo_gap_ev": 5.137,
  "largest_force_ev_per_a": 7.3,
  "total_charge": -1,
  "species": ["Nb", "Cl", "S", "P", "P", "P", "O", "O", "O", "O", "O", "O", "O", "O", "O", "O", "C", "C", "C", "C", "C", "C", "C", "C", "C", "C", "B", "H", "H", "H", "H", "H", "H", "H", "H", "H", "H", "H", "H", "H", "H", "H", "H", "H", "H", "H", "H", "H", "H", "H", "H", "H", "H", "H", "H", "H", "H", "H", "H", "H"],
  "xyz": [[-2.29797, 4.87757, 2.55528], [-0.01378, 7.61279, 0.70029], [-4.16736, 2.28881, 0.25275], [-1.32091, -3.01568, 0.50496], [-4.27575, 3.18955, 2.06029], [4.00440, -3.78221, -3.32826], [-2.13562, -4.05896, 1.49025], [-1.29379, 1.74842, 3.08951], [4.37359, -2.37849, -3.52728], [2.76250, -4.20116, -4.28757], [-0.44069, -1.73864, -0.01181], [3.35558, -3.94729, -1.90056], [-2.73841, -2.27444, 0.21828], [5.06310, -4.73480, -4.04830], [-3.49025, 6.34359, 3.07837], [-0.91186, -3.97075, -0.57220], [0.46187, 6.03231, 1.44441], [-0.26424, 2.54976, 0.92357], [-3.12180, -1.06368, 0.91215], [1.97791, 6.02892, 1.59534], [1.94912, -3.78901, -1.61425], [-2.13918, -5.44971, 1.19467], [6.20124, -4.13183, -4.67754], [-0.91662, -0.76706, -0.94732], [-0.28736, 5.87195, 2.78120], [1.98177, -5.37408, -4.07394], [-1.17271, 2.82750, 2.18207], [6.77824, -3.53324, -3.97771], [1.45996, -3.11673, -2.31216], [0.36642, 5.36474, 3.48988], [6.81941, -4.95007, -5.04142], [2.26757, 5.28325, 2.33167], [-0.43511, 6.88420, 3.15649], [2.21738, -5.86278, -3.12934], [0.92924, -5.09476, -4.06962], [2.43683, 5.73593, 0.65255], [-1.32182, 0.10814, -0.44625], [0.79022, 2.57980, 1.21981], [-0.40078, 3.24171, 0.09804], [-3.97388, -1.27690, 1.55543], [5.87237, -3.51706, -5.51159], [-2.67601, -5.93672, 2.00897], [-0.46801, 1.53521, 0.59026], [-2.30297, -0.65740, 1.50904], [-4.31001, 2.15715, 3.01485], [-3.41734, -0.31521, 0.18426], [2.36131, 7.00205, 1.88185], [-2.32077, 4.34801, 4.35304], [1.45555, -4.75371, -1.60626], [-3.64289, 6.39185, 4.02827], [-0.04089, -0.45373, -1.51404], [0.16856, 5.28433, 0.72060], [-2.65968, -5.61464, 0.25310], [2.15544, -6.07216, -4.89404], [-0.53884, 1.77487, 3.68454], [1.87573, -3.38418, -0.61071], [-1.13375, -5.86125, 1.13896], [-5.49255, 3.89633, 2.11050], [-2.30213, 5.31671, 0.75102], [-1.65960, -1.19711, -1.61436]],
  "forces_ev_per_a": [[-0.11, 3.30, -0.78], [-0.07, 0.00, -0.24], [-0.08, 0.08, 0.08], [-3.91, -0.67, -6.07], [1.17, -0.53, -1.04], [-2.61, 2.07, -2.51], [1.37, 0.94, 1.88], [0.31, 0.04, -0.21], [0.56, -0.02, 0.03], [-0.10, 0.15, 0.51], [1.53, -0.26, 2.61], [1.44, -1.44, 0.31], [0.15, 0.42, 0.61], [0.34, -0.77, 1.69], [0.41, -0.91, 0.78], [0.66, -0.34, 0.67], [0.26, 0.10, 0.56], [0.02, 0.19, 0.03], [-0.09, -0.11, -0.11], [-0.04, -0.34, -0.37], [-0.21, -0.05, 0.37], [0.31, -0.27, 0.34], [0.29, -0.09, 0.05], [-0.06, 0.37, -0.02], [0.16, -0.55, -0.65], [0.09, -0.04, -0.30], [-0.59, -0.39, 0.66], [-0.08, 0.09, 0.01], [0.10, 0.02, -0.09], [0.04, -0.10, 0.08], [-0.08, -0.06, 0.02], [0.05, -0.05, 0.14], [-0.34, 0.00, 0.32], [0.06, -0.09, -0.08], [-0.01, 0.02, 0.04], [0.15, 0.15, -0.12], [-0.11, -0.08, -0.04], [0.11, 0.01, 0.09], [-0.05, 0.03, -0.13], [0.06, -0.08, 0.05], [-0.02, 0.08, 0.05], [0.00, 0.11, 0.05], [0.04, -0.10, -0.07], [-0.03, 0.03, 0.03], [-0.52, 0.27, 0.32], [-0.06, -0.01, 0.01], [0.01, 0.10, 0.19], [-0.05, -0.41, -0.02], [-0.05, 0.02, -0.05], [-0.46, 0.22, 0.04], [0.08, -0.11, 0.08], [-0.08, -0.02, -0.13], [0.11, 0.06, -0.06], [0.07, -0.01, 0.02], [-0.03, -0.23, 0.22], [0.15, 0.15, -0.04], [0.00, -0.01, -0.13], [-0.20, -0.23, 0.49], [-0.04, -0.56, -0.18], [0.00, -0.08, 0.05]]
}